w.
Formula: C22H31N3O2
Source: OMol25
Level of theory: the ωB97M-V functional and the def2-TZVPD basis

Cartesian coordinates (Å):
C: -0.221 -4.633 -1.429
C: -1.420 -3.849 -0.915
O: -1.029 -2.878 0.056
C: -0.559 -1.713 -0.405
O: -0.481 -1.449 -1.577
C: -0.199 -0.773 0.740
C: -1.516 -0.359 1.425
C: -2.541 0.274 0.485
C: -3.839 0.573 1.228
C: -4.941 1.186 0.401
C: -4.824 1.454 -0.955
C: -5.879 2.014 -1.658
C: -7.067 2.315 -1.019
C: -7.196 2.052 0.335
C: -6.143 1.494 1.034
C: 0.690 -1.500 1.758
C: 2.050 -1.838 1.157
N: 2.721 -0.620 0.754
C: 4.096 -0.862 0.349
C: 4.836 0.420 0.163
C: 4.974 1.471 1.086
N: 5.698 2.452 0.584
N: 6.038 2.071 -0.642
C: 6.846 2.915 -1.473
C: 5.538 0.854 -0.941
C: 1.963 0.042 -0.291
C: 0.575 0.436 0.206
H: -0.557 -5.408 -2.113
H: 0.456 -3.968 -1.959
H: 0.310 -5.095 -0.600
H: -2.125 -4.501 -0.396
H: -1.922 -3.340 -1.744
H: -1.280 0.343 2.228
H: -1.955 -1.251 1.879
H: -2.743 -0.408 -0.343
H: -2.137 1.200 0.073
H: -3.622 1.248 2.062
H: -4.220 -0.356 1.665
H: -3.909 1.229 -1.480
H: -5.768 2.214 -2.714
H: -7.887 2.750 -1.569
H: -8.119 2.283 0.846
H: -6.249 1.291 2.091
H: 0.201 -2.412 2.100
H: 0.845 -0.842 2.615
H: 2.665 -2.340 1.910
H: 1.919 -2.533 0.305
H: 4.576 -1.440 1.147
H: 4.152 -1.456 -0.583
H: 4.569 1.539 2.075
H: 7.054 3.825 -0.914
H: 7.787 2.423 -1.726
H: 6.319 3.168 -2.395
H: 5.714 0.389 -1.891
H: 2.506 0.943 -0.586
H: 1.862 -0.604 -1.181
H: 0.032 0.892 -0.621
H: 0.680 1.167 1.010

Results
SMILES string = CCOC(=O)C1(CCCc2ccccc2)CCN(Cc2cnn(C)c2)CC1
molar mass = 369.5 g/mol
HOMO level = -8.58 eV

x.
Formula: C22H31N3O2
Source: OMol25
Level of theory: the ωB97M-V functional and the def2-TZVPD basis

Cartesian coordinates (Å):
C: 0.259 1.722 3.378
C: 0.303 1.073 2.037
C: -0.524 0.138 1.485
C: -0.054 -0.131 0.162
C: -0.634 -1.026 -0.861
O: -0.754 -0.671 -2.030
N: -1.048 -2.274 -0.476
C: -1.596 -3.122 -1.518
C: -0.512 -3.824 -2.392
N: 0.824 -3.659 -1.860
C: 1.696 -2.727 -2.348
O: 2.670 -2.343 -1.714
C: 1.562 -2.269 -3.761
C: 0.826 -1.425 -4.486
C: 1.690 -1.552 -5.721
C: 2.570 -2.521 -4.870
C: 1.103 -4.338 -0.584
C: 2.461 -5.040 -0.594
C: 2.696 -5.791 0.712
C: 2.613 -4.827 1.892
C: 1.245 -4.157 1.927
C: 0.904 -3.424 0.629
C: -0.543 -2.938 0.718
C: 1.049 0.666 -0.050
C: 1.931 0.809 -1.241
N: 1.268 1.377 1.100
C: 2.320 2.355 1.265
H: -0.608 1.353 3.924
H: 1.147 1.497 3.975
H: 0.171 2.808 3.309
H: -1.398 -0.280 1.959
H: -2.233 -3.866 -1.036
H: -2.224 -2.503 -2.154
H: -0.727 -4.894 -2.453
H: -0.535 -3.425 -3.402
H: -0.050 -0.840 -4.244
H: 1.211 -2.009 -6.589
H: 2.194 -0.637 -6.034
H: 3.578 -2.166 -4.656
H: 2.617 -3.548 -5.238
H: 0.339 -5.126 -0.513
H: 2.497 -5.717 -1.452
H: 3.246 -4.297 -0.728
H: 1.941 -6.577 0.836
H: 3.668 -6.288 0.686
H: 2.797 -5.350 2.833
H: 3.393 -4.065 1.790
H: 0.484 -4.929 2.107
H: 1.177 -3.455 2.762
H: 1.564 -2.559 0.511
H: -0.642 -2.283 1.580
H: -1.190 -3.802 0.899
H: 1.533 0.220 -2.061
H: 1.989 1.851 -1.566
H: 2.944 0.456 -1.037
H: 3.236 1.998 0.799
H: 2.049 3.313 0.814
H: 2.513 2.510 2.323

Results
SMILES string = Cc1cc(C(=O)N2CCN(C(=O)C3=CCC3)[C@H]3CCCC[C@@H]3C2)c(C)n1C
molar mass = 369.5 g/mol
HOMO level = -7.81 eV

y.
Formula: C22H31N3O2
Source: OMol25
Level of theory: the ωB97M-V functional and the def2-TZVPD basis

Cartesian coordinates (Å):
C: 4.378 0.946 -3.128
C: 3.117 1.147 -2.354
C: 2.932 1.482 -1.037
C: 1.541 1.567 -0.794
C: 0.870 1.864 0.486
O: 0.261 2.917 0.646
N: 0.946 0.922 1.469
C: 0.197 1.135 2.695
C: -0.908 0.093 2.958
N: -1.437 -0.570 1.775
C: -2.269 0.076 0.906
O: -2.419 -0.289 -0.252
C: -3.013 1.244 1.412
C: -2.637 2.539 1.407
C: -3.906 3.037 2.047
C: -4.357 1.567 2.052
C: -0.679 -1.740 1.339
C: -1.517 -2.831 0.669
C: -0.682 -4.060 0.312
C: 0.531 -3.682 -0.532
C: 1.384 -2.645 0.188
C: 0.588 -1.392 0.543
C: 1.500 -0.408 1.271
C: 0.902 1.263 -1.974
C: -0.556 1.184 -2.290
N: 1.869 1.015 -2.916
C: 1.599 0.646 -4.291
H: 5.244 1.182 -2.513
H: 4.491 -0.087 -3.467
H: 4.423 1.591 -4.009
H: 3.716 1.666 -0.317
H: 0.917 1.032 3.518
H: -0.186 2.146 2.759
H: -0.611 -0.649 3.697
H: -1.732 0.631 3.433
H: -1.750 3.058 1.063
H: -3.799 3.483 3.038
H: -4.523 3.701 1.438
H: -5.232 1.357 1.434
H: -4.538 1.138 3.041
H: -0.327 -2.198 2.274
H: -2.335 -3.115 1.335
H: -1.977 -2.453 -0.245
H: -0.349 -4.566 1.225
H: -1.305 -4.775 -0.228
H: 1.127 -4.570 -0.755
H: 0.198 -3.279 -1.493
H: 1.796 -3.088 1.104
H: 2.249 -2.369 -0.421
H: 0.249 -0.919 -0.387
H: 2.404 -0.305 0.668
H: 1.869 -0.790 2.228
H: -1.150 1.594 -1.476
H: -0.809 1.750 -3.189
H: -0.890 0.153 -2.434
H: 0.741 -0.021 -4.333
H: 1.390 1.539 -4.883
H: 2.460 0.137 -4.714

Results
SMILES string = Cc1cc(C(=O)N2CCN(C(=O)C3=CCC3)[C@H]3CCCC[C@@H]3C2)c(C)n1C
molar mass = 369.5 g/mol
HOMO level = -7.75 eV

Energy above the most stable structure, in kJ/mol: w 0.0; x 23.4; y 57.3

w.
Formula: C9H10N2
Source: OMol25
Level of theory: the ωB97M-V functional and the def2-TZVPD basis

Cartesian coordinates (Å):
C: -3.053 0.513 -0.365
C: 0.496 -1.489 0.168
C: -0.425 -1.533 1.218
C: 0.115 -0.835 -1.174
C: 0.450 1.285 -0.497
C: 0.210 1.199 0.983
C: -1.393 -0.604 1.470
C: -0.547 0.495 -1.141
C: -1.689 0.402 -0.125
N: -4.178 0.572 -0.612
N: -1.210 0.796 1.159
H: 1.216 -2.302 0.075
H: -0.187 -2.349 1.861
H: 1.063 -0.937 -1.865
H: -0.515 -1.615 -1.655
H: 0.474 2.377 -0.768
H: 1.469 0.870 -0.588
H: 0.824 0.522 1.455
H: 0.373 2.177 1.399
H: -2.290 -0.793 1.999
H: -0.881 0.830 -2.167

Results
molar mass = 146.2 g/mol
HOMO level = -7.87 eV

x.
Formula: C9H10N2
Source: OMol25
Level of theory: the ωB97M-V functional and the def2-TZVPD basis

Cartesian coordinates (Å):
C: -1.368 -1.121 0.373
N: -2.240 -1.118 -0.531
N: -2.437 0.218 -1.024
C: -3.122 1.022 -0.011
C: -1.657 1.109 -0.142
C: -0.798 0.235 0.746
H: -1.053 -2.052 0.842
H: -3.541 0.483 0.844
H: -3.746 1.823 -0.411
H: -1.204 1.968 -0.629
H: -0.899 0.429 1.822
H: 0.258 0.331 0.503
C: 3.678 1.555 -0.639
C: 3.245 0.533 -0.179
C: 2.729 -0.715 0.403
C: 1.596 -1.273 -0.346
C: 0.666 -1.743 -0.953
H: 4.063 2.466 -1.073
H: 2.430 -0.536 1.451
H: 3.538 -1.462 0.447
H: -0.137 -2.150 -1.493

Results
SMILES string = C1=NN2C[C@H]2C1.C#CCC#C
molar mass = 146.2 g/mol
HOMO level = -9.13 eV

Energy above the most stable structure, in kJ/mol: w 0.0; x 204.4

w.
Formula: C2H10N4
Source: OMol25
Level of theory: the ωB97M-V functional and the def2-TZVPD basis

Cartesian coordinates (Å):
C: 1.047 -0.084 -1.169
C: 0.231 -0.213 0.092
N: 0.871 0.209 1.239
N: -0.172 -1.856 0.289
N: -1.122 0.156 0.064
N: -1.151 1.802 0.202
H: 1.943 -0.706 -1.093
H: 1.350 0.954 -1.326
H: 0.480 -0.416 -2.040
H: 1.864 0.397 1.266
H: 0.313 0.630 1.968
H: 0.415 -2.613 0.643
H: -1.055 -2.219 0.642
H: -1.734 -0.233 -0.645
H: -2.069 1.995 0.613
H: -1.212 2.197 -0.743

Results
SMILES string = CC(N)(N)NN
molar mass = 90.1 g/mol
HOMO level = -7.73 eV

x.
Formula: C2H10N4
Source: OMol25
Level of theory: the ωB97M-V functional and the def2-TZVPD basis

Cartesian coordinates (Å):
H: -0.807 -0.603 -2.467
N: 0.100 -0.920 -2.151
C: 0.517 -1.947 -2.761
N: 1.589 -2.665 -2.310
H: 0.188 -2.252 -3.761
H: 2.196 -2.994 -3.043
H: 2.033 -2.227 -1.516
N: 0.253 1.089 1.087
C: -0.270 1.658 2.311
N: -1.727 1.417 2.501
H: 0.188 1.796 0.369
H: -0.224 0.250 0.794
H: -0.052 2.730 2.324
H: 0.198 1.155 3.162
H: -2.250 2.103 1.973
H: -1.933 1.411 3.487

Results
SMILES string = [H]/N=C/N.NCN
molar mass = 90.1 g/mol
HOMO level = -8.86 eV

y.
Formula: C2H10N4
Source: OMol25
Level of theory: the ωB97M-V functional and the def2-TZVPD basis

Cartesian coordinates (Å):
H: -0.508 -0.289 -3.353
N: -0.986 0.588 -3.159
C: -1.651 0.983 -4.170
N: -2.127 2.267 -4.216
H: -1.939 0.339 -5.010
H: -1.598 2.919 -3.670
H: -2.774 2.489 -4.944
N: 1.463 -1.906 2.530
C: 1.107 -1.461 3.885
N: 1.778 -0.309 4.410
H: 2.391 -2.306 2.494
H: 1.457 -1.130 1.879
H: 0.042 -1.243 3.841
H: 1.314 -2.312 4.536
H: 2.688 -0.479 4.795
H: 1.645 0.574 3.949

Results
SMILES string = [H]/N=C/N.NCN
molar mass = 90.1 g/mol
HOMO level = -8.68 eV

z.
Formula: C2H10N4
Source: OMol25
Level of theory: the ωB97M-V functional and the def2-TZVPD basis

Cartesian coordinates (Å):
H: -3.252 -0.099 1.287
N: -2.591 -0.453 0.655
C: -2.218 0.572 -0.024
N: -1.668 0.279 -1.251
H: -2.053 1.582 0.342
H: -0.883 0.856 -1.510
H: -1.602 -0.739 -1.501
N: 1.314 -0.588 1.163
C: 2.330 0.164 0.445
N: 2.266 -0.079 -0.977
H: 1.288 -1.597 0.947
H: 1.207 -0.411 2.153
H: 3.365 0.034 0.837
H: 2.045 1.294 0.501
H: 2.706 0.587 -1.605
H: 1.262 -0.036 -1.100

Results
SMILES string = [H]/N=C/N.NCN
molar mass = 90.1 g/mol
HOMO level = -8.91 eV

Energy above the most stable structure, in kJ/mol: w 218.9; x 0.0; y 6.8; z 74.5

w.
Formula: C2H10N4
Source: OMol25
Level of theory: the ωB97M-V functional and the def2-TZVPD basis

Cartesian coordinates (Å):
H: 1.498 -1.181 -2.493
N: 1.149 -0.638 -1.711
C: 1.431 0.591 -1.898
N: 1.127 1.552 -0.990
H: 1.921 0.951 -2.807
H: 0.395 1.285 -0.330
H: 1.180 2.513 -1.271
N: -1.130 0.237 0.384
C: -0.585 -0.508 1.523
N: -1.516 -1.301 2.320
H: -1.213 -0.396 -0.404
H: -2.059 0.600 0.578
H: 0.174 -1.173 1.127
H: -0.103 0.188 2.212
H: -2.230 -0.707 2.724
H: -1.999 -1.959 1.719

Results
SMILES string = [H]/N=C/N.NCN
molar mass = 90.1 g/mol
HOMO level = -8.92 eV

x.
Formula: C2H10N4
Source: OMol25
Level of theory: the ωB97M-V functional and the def2-TZVPD basis

Cartesian coordinates (Å):
H: 2.881 -1.166 -0.711
N: 2.490 -0.965 0.204
C: 3.415 -0.505 0.956
N: 3.185 -0.027 2.195
H: 4.467 -0.584 0.652
H: 3.771 0.680 2.602
H: 2.286 0.118 2.616
N: -2.061 0.843 0.153
C: -3.009 0.220 -0.769
N: -2.385 -0.396 -1.972
H: -1.450 1.493 -0.323
H: -1.526 0.026 0.445
H: -3.857 0.937 -0.884
H: -3.513 -0.571 -0.221
H: -1.608 0.200 -2.241
H: -3.086 -0.303 -2.702

Results
SMILES string = [H]/N=C/N.NCN
molar mass = 90.1 g/mol
HOMO level = -9.28 eV

Energy above the most stable structure, in kJ/mol: w 0.0; x 74.4

w.
Formula: C11H17NO2S
Source: OMol25
Level of theory: the ωB97M-V functional and the def2-TZVPD basis

Cartesian coordinates (Å):
C: 1.245 0.593 0.545
C: 0.955 -1.133 -1.479
C: -0.365 -0.506 -1.863
C: 0.873 -1.817 0.929
C: -1.506 -1.558 0.280
C: -1.326 0.917 -0.057
C: -0.556 0.091 2.090
C: 1.523 -0.778 -0.079
C: -1.401 -0.422 -0.793
C: -0.540 -1.364 1.494
C: -0.192 0.958 0.913
N: 0.589 3.113 -1.134
O: 2.564 3.085 0.607
O: 0.193 2.311 1.232
S: 1.451 2.234 0.296
H: 0.903 -2.165 -1.485
H: 1.848 -0.961 -2.334
H: -0.236 0.503 -2.250
H: -0.744 -1.217 -2.623
H: 0.925 -2.855 0.565
H: 1.716 -1.923 1.712
H: -2.449 -1.621 0.657
H: -1.216 -2.514 -0.268
H: -1.163 1.741 -0.774
H: -2.190 1.370 0.508
H: -1.589 0.256 2.594
H: 0.037 0.163 2.996
H: 2.645 -1.117 -0.165
H: -2.409 -0.345 -1.327
H: -0.790 -2.054 2.316
H: 0.902 2.982 -2.124
H: 0.303 4.033 -0.979

Results
molar mass = 227.3 g/mol
HOMO level = -8.30 eV

x.
Formula: C11H17NO2S
Source: OMol25
Level of theory: the ωB97M-V functional and the def2-TZVPD basis

Cartesian coordinates (Å):
C: -1.175 2.219 0.206
C: -0.386 0.406 -0.811
C: -1.057 -0.749 -0.721
C: -2.461 -0.658 -1.064
C: -3.290 -0.519 0.287
C: -0.377 -1.937 -1.057
C: 1.047 -1.829 -0.750
C: 1.810 -0.696 -0.714
C: 4.156 -1.415 0.883
C: 1.019 0.506 -0.747
C: 1.916 2.527 0.339
H: -2.219 2.559 0.862
H: -0.851 3.363 -0.358
H: -0.055 1.764 0.942
H: -2.541 0.336 -1.535
H: -2.863 -1.552 -1.606
H: -3.245 0.486 0.600
H: -4.405 -1.010 0.029
H: -3.873 -2.030 1.428
H: -1.965 -0.699 1.778
H: -0.675 -2.906 -1.127
H: 1.711 -2.609 -0.730
H: 3.832 -0.747 1.792
H: 5.231 -1.283 0.900
H: 3.819 -2.542 0.819
H: 2.201 3.449 -0.209
H: 2.684 1.843 1.074
H: 0.903 2.784 1.012
N: -2.761 -1.693 0.929
O: -1.384 1.473 -0.952
O: 1.701 1.748 -0.912
S: 3.554 -0.588 -0.588

Results
molar mass = 227.3 g/mol
HOMO level = -8.28 eV

Energy above the most stable structure, in kJ/mol: w 0.0; x 736.9

w.
Formula: C6H37NO12
Source: OMol25
Level of theory: the ωB97M-V functional and the def2-TZVPD basis

Cartesian coordinates (Å):
C: 0.959 3.689 -0.411
C: 0.276 2.909 0.773
C: -0.924 1.991 0.430
C: 0.015 0.532 -1.363
C: -0.374 0.620 -0.090
C: 0.095 -0.263 1.052
N: 0.090 3.973 -1.528
H: 1.158 4.673 0.019
H: 1.845 3.101 -0.602
H: 0.968 2.304 1.350
H: -0.151 3.615 1.499
H: -1.557 2.353 -0.380
H: -1.414 1.725 1.374
H: 0.018 1.337 -2.082
H: 0.178 -0.484 -1.723
H: 1.141 -0.471 1.199
H: -0.595 -1.137 0.975
H: -0.376 -0.025 2.007
H: -0.365 4.867 -1.653
H: -0.740 3.390 -1.584
H: -4.461 -2.287 -1.191
H: -3.086 -3.095 -1.072
O: -3.847 -2.745 -0.616
H: 2.991 0.521 0.093
H: 3.998 -0.020 0.869
O: 3.180 0.467 1.059
H: -1.338 -3.745 -0.368
H: -1.246 -2.463 -1.001
O: -0.741 -3.297 -0.988
H: -3.707 0.036 -2.238
H: -2.324 0.146 -2.970
O: -2.823 -0.340 -2.309
H: 1.072 -2.494 -1.798
H: 2.571 -2.680 -2.199
O: 1.943 -2.747 -1.485
H: 1.102 0.130 4.470
H: 1.978 0.788 3.468
O: 1.739 -0.092 3.786
H: 3.157 -1.503 1.169
H: 2.529 -2.708 0.481
O: 3.066 -2.465 1.241
H: -3.969 0.186 1.054
H: -3.537 -0.397 -0.255
O: -4.085 0.304 0.123
H: 0.211 -3.122 1.801
H: -0.092 -3.575 3.185
O: -0.323 -3.768 2.272
H: 0.918 3.329 -2.822
H: 1.829 2.154 -3.198
O: 1.396 2.912 -3.608
H: -2.110 -2.188 2.929
H: -2.960 -0.710 2.871
O: -2.242 -1.296 2.690
H: 3.750 -0.843 -1.827
H: 2.165 -0.726 -1.433
O: 3.049 -0.364 -1.446

Results
molar mass = 315.4 g/mol
HOMO level = -9.21 eV

x.
Formula: C6H37NO12
Source: OMol25
Level of theory: the ωB97M-V functional and the def2-TZVPD basis

Cartesian coordinates (Å):
C: 1.372 -3.394 2.027
N: 1.304 -2.504 0.871
C: 2.152 -2.846 -0.291
C: 2.796 -1.529 -0.766
C: 3.825 -1.031 0.249
C: 4.458 0.130 0.214
C: 1.248 -3.425 -1.393
H: 2.241 -3.283 2.675
H: 0.595 -3.243 2.776
H: 1.228 -4.402 1.647
H: 0.353 -2.322 0.584
H: 2.945 -3.532 0.029
H: 3.258 -1.567 -1.750
H: 1.992 -0.799 -0.763
H: 3.998 -1.692 1.099
H: 5.143 0.416 0.985
H: 4.310 0.917 -0.520
H: 0.909 -2.568 -1.972
H: 0.364 -3.969 -1.053
H: 1.908 -4.017 -2.020
H: 2.387 0.587 2.235
H: 1.316 -0.593 2.120
O: 1.472 0.314 2.411
H: 1.551 5.174 -1.295
H: 2.304 4.145 -0.449
O: 1.817 5.005 -0.393
H: -2.029 3.109 1.174
H: -1.081 1.842 0.723
O: -1.977 2.147 1.067
H: -0.124 0.101 -0.160
H: 0.352 0.670 1.242
O: 0.120 0.929 0.303
H: -5.593 -0.343 -1.564
H: -4.811 0.156 -0.304
O: -5.604 0.319 -0.855
H: -0.567 1.294 -2.591
H: -2.066 1.402 -2.501
O: -1.358 0.964 -3.043
H: -3.855 1.755 -1.247
H: -2.618 2.139 -0.379
O: -3.045 2.292 -1.293
H: 0.553 4.678 2.247
H: 0.521 4.404 0.712
O: -0.029 4.416 1.521
H: 2.628 1.862 -1.142
H: 1.297 1.975 -0.335
O: 1.940 2.483 -0.872
H: -4.923 -2.072 0.548
H: -4.442 -3.235 -0.159
O: -4.464 -2.275 -0.283
H: -1.179 -0.653 -2.078
H: -1.980 -1.247 -0.841
O: -1.110 -1.081 -1.199
H: -4.567 1.123 1.388
H: -3.149 0.573 1.290
O: -4.085 0.303 1.370

Results
molar mass = 315.4 g/mol
HOMO level = -9.35 eV

Energy above the most stable structure, in kJ/mol: w 308.4; x 0.0